Record 1
# C37H58IN4O12P

A 7-piece molecular cluster, C37H58IN4O12P overall in a non-equilibrium geometry (the ωB97M-V functional and the def2-TZVPD basis, OMol25).

charge	0
Kohn-Sham gap	7.664	eV
spin multiplicity	1
SMILES	N=[PH2]c1cccc2nc(-c3cccnc3)c(I)nc12.CCOC(C)=O.CCOC(C)=O.CCOC(C)=O.CCOC(C)=O.CCOC(C)=O.CCOC(C)=O
electronic energy	-3205.6084	hartree
highest occupied orbital energy	-8.14	eV

Geometry (Å):
N: 0.0200 -7.2087 0.9501
P: 0.4900 -5.7129 0.7681
C: 1.4959 -5.5080 -0.7435
C: 1.2567 -6.3686 -1.7777
C: 2.0276 -6.2891 -2.9640
C: 3.0079 -5.3356 -3.0494
C: 3.2544 -4.4266 -1.9979
N: 4.2200 -3.4725 -2.1490
C: 4.4159 -2.6800 -1.1303
C: 5.4728 -1.6522 -1.2980
C: 6.7547 -2.0677 -1.6210
C: 7.7323 -1.1073 -1.8182
C: 7.3776 0.2223 -1.6679
N: 6.1606 0.6606 -1.3498
C: 5.2400 -0.2859 -1.1893
C: 3.6441 -2.8311 0.0714
I: 4.0497 -1.5630 1.7288
N: 2.6996 -3.6906 0.2512
C: 2.5044 -4.5110 -0.8244
H: -0.9895 -7.2720 0.9847
H: -0.6132 -4.8381 0.7299
H: 1.3237 -5.3385 1.8347
H: 0.5024 -7.1419 -1.7207
H: 1.8800 -6.9683 -3.7894
H: 3.6177 -5.2715 -3.9401
H: 7.0101 -3.1107 -1.7497
H: 8.7428 -1.3608 -2.0965
H: 8.1469 0.9734 -1.8111
H: 4.2345 0.0374 -0.9552
O: 2.1503 -0.5934 -2.0073
C: 1.9556 0.0475 -3.0073
O: 1.1225 1.0939 -2.9548
C: 0.9773 2.0412 -4.0224
C: -0.0596 1.5863 -5.0287
C: 2.5592 -0.3566 -4.3307
H: 1.9390 2.2619 -4.4824
H: 0.6475 2.9623 -3.5481
H: 0.2355 0.6583 -5.5201
H: -0.2062 2.3494 -5.7933
H: -1.0119 1.3983 -4.5318
H: 1.8866 -1.0541 -4.8287
H: 3.5038 -0.8591 -4.1324
H: 2.7733 0.4812 -4.9900
O: 2.7774 4.7163 -3.3600
C: 2.2764 5.4342 -2.5408
O: 0.9419 5.6290 -2.5775
C: 0.2173 6.2861 -1.5342
C: 0.1930 7.7880 -1.7273
C: 3.1062 6.1895 -1.5310
H: 0.6018 6.0006 -0.5545
H: -0.7959 5.8917 -1.5970
H: 1.1947 8.2151 -1.6774
H: -0.4215 8.2610 -0.9608
H: -0.2157 8.0356 -2.7070
H: 3.4047 7.1450 -1.9606
H: 3.9973 5.6035 -1.3216
H: 2.6021 6.3565 -0.5819
O: -2.1783 -4.0290 2.7648
C: -2.0007 -2.8514 2.9445
O: -2.0818 -2.0149 1.9040
C: -2.0839 -0.5791 2.0428
C: -0.6716 -0.0302 2.0607
C: -1.5961 -2.3113 4.2958
H: -2.6569 -0.2757 2.9047
H: -2.6095 -0.2039 1.1715
H: -0.1088 -0.3940 2.9221
H: -0.6914 1.0593 2.0962
H: -0.1285 -0.3429 1.1675
H: -0.5099 -2.3337 4.3754
H: -2.0187 -2.9593 5.0598
H: -1.9573 -1.3044 4.4914
O: -4.1276 1.2341 2.5222
C: -4.9342 1.8942 1.9198
O: -4.6041 2.3578 0.7026
C: -5.5526 2.9696 -0.1786
C: -5.6876 4.4509 0.0976
C: -6.2582 2.2883 2.5262
H: -6.5121 2.4534 -0.1374
H: -5.1587 2.8107 -1.1816
H: -6.0729 4.6361 1.0992
H: -6.3632 4.9157 -0.6211
H: -4.7137 4.9387 0.0294
H: -6.1380 3.2231 3.0722
H: -6.5557 1.5077 3.2222
H: -7.0615 2.3953 1.8021
O: -7.2930 5.6168 2.8169
C: -7.1059 6.7905 2.9947
O: -7.1979 7.6263 1.9463
C: -7.2005 9.0518 2.0752
C: -5.7958 9.6171 2.0854
C: -6.6819 7.3325 4.3385
H: -7.7782 9.3622 2.9463
H: -7.7365 9.4168 1.2008
H: -5.2273 9.2646 2.9464
H: -5.8237 10.7064 2.1142
H: -5.2569 9.3033 1.1914
H: -5.5950 7.3046 4.4052
H: -7.0982 6.6891 5.1093
H: -7.0347 8.3414 4.5384
O: 3.4969 -12.3917 2.7998
C: 3.5691 -11.2746 2.3632
O: 2.5553 -10.7874 1.6325
C: 2.4541 -9.4061 1.2452
C: 3.1973 -9.1425 -0.0476
C: 4.8154 -10.4367 2.5431
H: 2.7784 -8.7489 2.0528
H: 1.3953 -9.2136 1.0989
H: 4.2681 -9.3288 0.0553
H: 3.0555 -8.1079 -0.3615
H: 2.8298 -9.8025 -0.8343
H: 5.5006 -10.6392 1.7212
H: 5.2885 -10.7311 3.4766
H: 4.6226 -9.3682 2.6038

***

Record 2
# C37H60Cl2F2O8

A 11-piece molecular cluster, C37H60Cl2F2O8 overall in a non-equilibrium geometry (the ωB97M-V functional and the def2-TZVPD basis, OMol25).

charge	0
Kohn-Sham gap	9.318	eV
spin multiplicity	1
SMILES	Fc1ccccc1.Fc1ccccc1.CC(C)=O.CC(C)=O.CC(C)=O.CC(C)=O.CC(C)=O.CC(C)=O.CC(C)=O.CC(C)=O.ClCCl
energy above the lowest of the compared OMol25 structures with the same formula, charge and spin	0.0000	eV
electronic energy	-3167.7570	hartree
highest occupied orbital energy	-9.36	eV

Geometry (Å):
F: -2.4035 6.8235 -1.9918
C: -3.1653 5.7429 -2.2552
C: -3.3925 4.7905 -1.2985
C: -4.1976 3.6895 -1.5589
C: -4.7162 3.4917 -2.8137
C: -4.5063 4.4626 -3.8406
C: -3.6945 5.5756 -3.5668
H: -2.9737 4.9657 -0.3185
H: -4.3473 2.9495 -0.7866
H: -5.2920 2.6149 -3.0708
H: -4.8968 4.2393 -4.8225
H: -3.4707 6.2805 -4.3539
F: 2.4746 2.2934 5.8340
C: 3.1480 2.6101 4.6840
C: 3.1196 3.8625 4.0940
C: 3.7268 4.0990 2.8749
C: 4.3805 3.0345 2.2287
C: 4.4305 1.7649 2.7959
C: 3.8123 1.6102 4.0285
H: 2.4590 4.6415 4.4448
H: 3.5977 5.0650 2.4094
H: 4.8116 3.0629 1.2390
H: 4.9981 1.0437 2.2265
H: 3.8031 0.6601 4.5418
C: 4.5432 -7.5129 2.9746
Cl: 5.7293 -6.2516 2.9482
Cl: 5.1802 -9.0278 2.4356
H: 4.1563 -7.5964 3.9902
H: 3.6969 -7.2622 2.3350
C: 1.0099 0.2606 -9.3799
C: 1.4666 -0.1646 -8.0153
O: 1.5420 0.6088 -7.0751
C: 1.9730 -1.5929 -7.9890
H: -0.0785 0.3122 -9.4068
H: 1.3252 -0.4879 -10.1068
H: 1.3797 1.2476 -9.6576
H: 2.8175 -1.8002 -8.6462
H: 1.1183 -2.1930 -8.3013
H: 2.2095 -1.8152 -6.9484
C: -5.0471 -4.5393 -2.9889
C: -5.0291 -6.0254 -2.9287
O: -4.3365 -6.6186 -2.0891
C: -5.9276 -6.7332 -3.9166
H: -4.1714 -4.1136 -3.4788
H: -5.1745 -4.1595 -1.9751
H: -5.8817 -4.2227 -3.6144
H: -5.8990 -7.8194 -3.8308
H: -5.7345 -6.3560 -4.9209
H: -6.9691 -6.4581 -3.7501
C: 4.9080 7.4541 -3.5940
C: 3.7241 7.1814 -4.5025
O: 3.6072 7.8336 -5.5025
C: 2.8110 6.0550 -4.0559
H: 5.1197 8.5220 -3.5400
H: 5.7516 6.8774 -3.9736
H: 4.7002 7.2128 -2.5516
H: 2.2347 6.3345 -3.1739
H: 3.3984 5.1707 -3.8090
H: 2.2050 5.8665 -4.9420
C: -5.7812 -2.7299 2.4919
C: -7.1115 -3.5346 2.6307
O: -8.0039 -3.2063 3.4293
C: -7.2926 -4.7771 1.8556
H: -5.9692 -1.9563 1.7475
H: -4.9783 -3.3743 2.1338
H: -5.4804 -2.2778 3.4370
H: -7.6431 -4.6445 0.8321
H: -8.1181 -5.3738 2.2438
H: -6.3388 -5.3036 1.8212
C: -3.2967 3.9111 5.3404
C: -3.5601 3.8564 6.8379
O: -4.4760 3.1638 7.2596
C: -2.6939 4.8338 7.6559
H: -2.3908 3.3272 5.1775
H: -3.1564 4.9258 4.9678
H: -4.1091 3.4625 4.7687
H: -3.1217 5.8362 7.6433
H: -1.6590 4.7837 7.3172
H: -2.8455 4.5273 8.6909
C: 0.6349 -4.5173 8.4043
C: 0.6495 -3.6855 7.1205
O: 1.6160 -3.7140 6.3781
C: -0.6104 -2.8702 6.8395
H: 0.5018 -5.5514 8.0863
H: -0.2412 -4.2609 9.0000
H: 1.5549 -4.4704 8.9870
H: -0.5576 -2.2135 5.9711
H: -0.9058 -2.3209 7.7334
H: -1.4360 -3.5477 6.6213
C: 7.5920 -2.6343 -2.0726
C: 7.6165 -1.1505 -2.1192
O: 8.3967 -0.5839 -1.3500
C: 6.7885 -0.4004 -3.1615
H: 8.3462 -3.1097 -1.4456
H: 7.6847 -2.9905 -3.0986
H: 6.6377 -2.9907 -1.6849
H: 6.9567 -0.8160 -4.1550
H: 7.0230 0.6596 -3.2593
H: 5.7344 -0.4717 -2.8936
C: 1.0040 -1.9561 0.3613
C: -0.0410 -0.9270 -0.1085
O: -0.8412 -0.4826 0.6971
C: 0.0162 -0.4484 -1.5328
H: 1.9316 -1.7401 -0.1690
H: 0.6737 -2.9765 0.1672
H: 1.2239 -1.7194 1.4023
H: 0.1509 -1.3388 -2.1469
H: 0.8032 0.2840 -1.7122
H: -0.9414 -0.0651 -1.8851

***

Record 3
# C37H60F6InO13

C37H60F6InO13 as an isolated structure in a non-equilibrium geometry (the ωB97M-V functional and the def2-TZVPD basis, OMol25).

charge	-1
Kohn-Sham gap	6.339	eV
spin multiplicity	1
electronic energy	-3213.3071	hartree
highest occupied orbital energy	-4.71	eV

Geometry (Å):
C: 4.8370 -0.8813 0.9357
C: 4.2880 0.1064 1.2802
C: 3.5755 1.3013 1.6874
C: 2.0322 1.0901 1.5575
C: 1.3145 2.1385 0.6687
In: -0.4205 1.2142 -0.4010
C: -2.0551 2.6963 -0.7995
C: -3.4388 2.0720 -0.5579
C: -4.5388 2.6929 -1.4009
C: -5.9374 2.0783 -1.2176
C: -5.9806 0.5772 -0.9784
C: -5.6717 -0.2524 -2.2390
C: -4.4956 -1.2183 -2.0973
C: -4.6845 -2.2774 -1.0006
C: -4.8890 -3.6829 -1.5759
C: -3.5352 -4.3235 -1.9453
C: -3.0462 -5.3429 -0.9132
C: -1.5137 -5.3724 -0.7515
C: 0.3664 0.6750 -2.4303
C: -0.7488 0.1695 -3.3712
O: -1.1097 1.1295 -4.3452
C: -0.2964 -1.0531 -4.1426
F: 0.0681 -2.0566 -3.2843
F: 0.7616 -0.8037 -4.9653
F: -1.2931 -1.5702 -4.9313
C: -1.2084 -0.5924 0.7290
F: -0.5107 -0.9139 1.8832
F: -1.1602 -1.7446 -0.0247
F: -2.5218 -0.5195 1.1627
H: 5.0755 -1.8615 0.6042
H: 3.7994 1.5138 2.7252
H: 3.8641 2.1488 1.0717
H: 1.8827 0.1049 1.1251
H: 1.5716 1.0397 2.5397
H: 2.0399 2.4858 -0.0626
H: 0.9833 2.9677 1.2897
H: -1.8639 3.5589 -0.1674
H: -1.9838 3.0096 -1.8422
H: -3.6831 2.1687 0.4978
H: -3.3876 1.0166 -0.8076
H: -4.6082 3.7458 -1.1192
H: -4.2594 2.6982 -2.4536
H: -6.5576 2.3272 -2.0773
H: -6.4094 2.5688 -0.3641
H: -5.3191 0.2650 -0.1759
H: -6.9888 0.3289 -0.6483
H: -5.4784 0.3909 -3.0964
H: -6.5482 -0.8461 -2.5050
H: -3.5954 -0.6408 -1.8991
H: -4.3515 -1.7376 -3.0427
H: -3.7730 -2.3188 -0.4098
H: -5.4829 -2.0138 -0.3102
H: -5.5511 -3.6575 -2.4375
H: -5.3170 -4.2944 -0.7845
H: -2.7739 -3.5543 -2.0524
H: -3.6132 -4.8018 -2.9213
H: -3.3427 -6.3340 -1.2397
H: -3.4801 -5.1675 0.0662
H: -1.0826 -6.2013 -1.3076
H: -1.0505 -4.4543 -1.0970
H: -1.2434 -5.5198 0.2890
H: 0.7016 1.6285 -2.8341
H: 1.2176 0.0057 -2.3906
H: -1.6325 -0.1214 -2.8035
H: -1.0241 1.9960 -3.9427
C: 8.8710 4.0038 3.6436
C: 7.4183 3.6568 3.4392
C: 6.4290 4.4665 4.2422
O: 5.3280 3.5549 4.3596
C: 5.8271 2.2958 4.2895
O: 5.2094 1.3093 4.5083
O: 7.1313 2.3274 3.9169
H: 9.5090 3.2113 3.2524
H: 9.1098 4.9338 3.1293
H: 9.1028 4.1184 4.7041
H: 7.1652 3.6887 2.3785
H: 6.1136 5.3833 3.7499
H: 6.7968 4.6925 5.2472
C: 9.6242 6.8464 -2.2711
C: 9.1516 6.6181 -0.8579
C: 9.1478 5.1810 -0.3905
O: 8.1146 5.1952 0.6046
C: 7.2436 6.1874 0.2804
O: 6.1996 6.3594 0.8101
O: 7.7580 6.9544 -0.7122
H: 9.3419 7.8422 -2.6095
H: 10.7084 6.7528 -2.3274
H: 9.1749 6.1260 -2.9555
H: 9.7129 7.2480 -0.1611
H: 10.0901 4.8573 0.0453
H: 8.8527 4.4877 -1.1808
C: -2.8996 1.7041 6.1461
C: -3.2334 2.4248 4.8645
C: -2.6340 1.8387 3.6085
O: -2.5500 2.9918 2.7604
C: -2.4291 4.0824 3.5469
O: -2.1610 5.1742 3.1698
O: -2.6661 3.7503 4.8466
H: -3.1350 2.3291 7.0074
H: -3.4705 0.7789 6.2187
H: -1.8372 1.4626 6.1931
H: -4.3173 2.5342 4.7588
H: -3.2445 1.0701 3.1413
H: -1.6240 1.4526 3.7628
C: -2.8757 -10.3398 -3.7918
C: -3.4994 -10.3014 -2.4194
C: -4.8407 -9.6107 -2.3261
O: -4.8523 -9.1622 -0.9655
C: -3.5604 -8.9782 -0.5836
O: -3.2198 -8.4249 0.4033
O: -2.7199 -9.4980 -1.5167
H: -1.8201 -10.5988 -3.7220
H: -3.3766 -11.0801 -4.4152
H: -2.9439 -9.3670 -4.2800
H: -3.5551 -11.3093 -1.9967
H: -5.6869 -10.2668 -2.5159
H: -4.9008 -8.7359 -2.9779

***

Record 4
# C37H61N6O5S

A 3-piece molecular cluster, C37H61N6O5S overall in a non-equilibrium geometry (the ωB97M-V functional and the def2-TZVPD basis, OMol25).

charge	+1
Kohn-Sham gap (alpha / beta)	5.386 / 6.131	eV
spin multiplicity	3
electronic energy	-2548.8181	hartree
highest occupied orbital energy (alpha / beta)	-9.79 / -10.54	eV

Geometry (Å):
C: -5.4852 -4.6942 5.1707
C: -5.5242 -4.3967 4.0034
C: -5.4241 -4.3181 2.5566
N: -6.0929 -5.1486 1.7674
N: -6.1158 -5.2661 0.4751
C: -5.3897 -4.4072 -0.2031
C: -5.3944 -4.5166 -1.7295
C: -6.6829 -3.9360 -2.4219
S: -7.2737 -5.1614 -3.6629
C: -8.2484 -6.2524 -2.6427
N: -8.6005 -5.8244 -1.4676
N: -9.3253 -6.8507 -0.9089
C: -9.3695 -7.8049 -1.7614
O: -8.7003 -7.4784 -2.9249
C: -4.6217 -3.3992 0.5053
C: -3.8007 -2.3787 -0.2974
C: -4.8294 -1.3405 -0.8832
C: -4.1462 -0.0371 -1.4322
C: -4.3925 -0.0014 -2.9800
C: -3.9807 1.3448 -3.6462
O: -3.4004 1.0261 -4.9246
C: -2.0254 1.3958 -4.9668
C: -1.3619 0.9216 -6.2809
C: -4.5964 -3.3365 1.9169
C: -3.7807 -2.3335 2.7177
C: -2.2747 -2.7809 2.5812
O: -2.0349 -3.9539 2.6782
H: -5.2746 -5.0565 6.1706
H: -6.6930 -5.8110 2.2650
H: -5.3564 -5.5969 -1.9734
H: -4.4486 -4.0994 -2.1130
H: -6.3649 -3.0761 -3.0434
H: -7.4799 -3.6434 -1.7242
H: -9.8740 -8.7528 -1.5809
H: -3.1663 -1.8070 0.4066
H: -3.1835 -2.8493 -1.0788
H: -5.4345 -1.7831 -1.6911
H: -5.5167 -1.0811 -0.0516
H: -4.7151 0.8206 -1.0169
H: -3.0736 0.0369 -1.1855
H: -3.7872 -0.8028 -3.4446
H: -5.4554 -0.1824 -3.2277
H: -4.8567 1.9832 -3.8824
H: -3.2853 1.9411 -3.0221
H: -1.4994 0.9149 -4.1126
H: -1.9175 2.5002 -4.8876
H: -1.9879 1.1510 -7.1622
H: -1.1996 -0.1759 -6.2698
H: -0.3645 1.3782 -6.4223
H: -4.0271 -2.4853 3.7883
H: -3.9119 -1.2843 2.4081
H: -1.4426 -2.0713 2.3632
C: 3.3838 0.1617 5.2838
C: 2.2218 0.2291 4.2689
C: 1.5261 -1.1342 4.2036
C: 2.3629 -2.1958 3.4947
C: 2.7871 -1.7135 2.1100
C: 3.4510 -0.3298 2.1053
N: 2.7174 0.6738 2.9337
O: 1.6854 1.0915 2.2415
C: 4.9090 -0.4416 2.5993
C: 3.5962 0.1197 0.6449
C: 1.2580 1.2490 4.8907
H: 3.0021 0.1411 6.3058
H: 3.9991 -0.7300 5.1899
H: 4.0295 1.0378 5.2003
H: 0.5671 -1.0369 3.6792
H: 1.2858 -1.4807 5.2123
H: 3.2386 -2.4605 4.0927
H: 1.7769 -3.1135 3.3947
H: 3.4638 -2.4482 1.6670
H: 1.8977 -1.6945 1.4691
H: 5.3522 0.5475 2.7307
H: 5.5224 -0.9745 1.8715
H: 5.0173 -0.9940 3.5303
H: 2.6445 0.1185 0.1120
H: 4.2550 -0.5566 0.0993
H: 4.0250 1.1210 0.5796
H: 1.7257 2.2326 4.9689
H: 0.9736 0.9362 5.8964
H: 0.3317 1.3536 4.3251
C: 7.0836 5.7638 -2.5489
C: 6.2073 4.5036 -2.3779
C: 4.7700 4.8243 -2.8024
C: 4.0439 5.7234 -1.8067
C: 4.0954 5.1284 -0.4025
C: 5.5074 4.7442 0.0626
N: 6.2839 3.9990 -0.9744
O: 5.8711 2.7555 -0.9725
C: 6.2876 6.0080 0.4828
C: 5.3719 3.9480 1.3694
C: 6.8078 3.5047 -3.3763
H: 7.2799 5.9559 -3.6047
H: 6.6231 6.6746 -2.1729
H: 8.0521 5.6387 -2.0603
H: 4.1998 3.8953 -2.9157
H: 4.7704 5.3006 -3.7863
H: 4.4713 6.7299 -1.8108
H: 3.0013 5.8367 -2.1138
H: 3.6559 5.8382 0.3032
H: 3.4503 4.2429 -0.3840
H: 7.3334 5.7700 0.6873
H: 5.8696 6.4327 1.3969
H: 6.2544 6.8097 -0.2513
H: 4.7224 3.0794 1.2616
H: 4.9294 4.5703 2.1484
H: 6.3456 3.6073 1.7285
H: 7.8405 3.2631 -3.1154
H: 6.8103 3.9296 -4.3809
H: 6.2420 2.5751 -3.4345

***

- The lowest electronic energy belongs to which entry?
  C37H60F6InO13